The following is a quantum chemistry calculation of a structure of composition C54H47AuBr2GeN2Sb2, from OMol25.

The geometry in XYZ format:
```
109
Properties=species:S:1:pos:R:3:forces:R:3:lowdin_charge:R:1
Au 0.757 0.647 0.542 0.0 0.7 0.4 0.6647
Br 4.509 3.521 5.741 -0.1 -0.1 -0.2 0.8755
C 3.718 2.907 4.158 0.1 -0.1 -0.1 -0.6555
C 4.355 1.955 3.365 -0.3 0.3 0.1 -0.0626
C 3.698 1.510 2.233 0.3 0.0 0.2 -0.1231
N 2.513 1.964 1.852 -0.3 0.0 -0.1 0.0315
C 1.923 2.913 2.582 0.2 0.0 0.2 -0.2245
C 2.480 3.399 3.758 0.1 -0.2 -0.2 -0.0336
C 0.653 3.448 2.034 -0.2 0.3 0.2 -0.2106
C 0.129 4.653 2.486 -0.1 -0.1 -0.1 -0.0289
C -1.036 5.151 1.915 0.0 -0.1 -0.1 -0.6518
Br -1.774 6.760 2.518 0.1 -0.2 -0.1 0.8897
C -1.628 4.438 0.875 0.2 0.1 0.2 -0.0642
C -1.037 3.256 0.491 -0.4 0.1 -0.3 -0.1288
N 0.058 2.754 1.054 0.2 -0.3 0.1 -0.0061
H 5.322 1.569 3.626 0.2 -0.1 0.1 0.1179
H 4.148 0.752 1.608 0.1 -0.1 -0.1 0.1056
H 1.983 4.133 4.364 -0.1 0.1 0.1 0.1089
H 0.624 5.219 3.257 0.0 0.0 0.0 0.1137
H -2.512 4.797 0.377 -0.1 0.1 -0.1 0.1177
H -1.464 2.678 -0.320 0.0 0.1 0.0 0.0865
C 0.910 -1.001 -3.050 0.4 -0.1 -0.1 -0.3245
C -0.023 -0.025 -3.739 0.0 0.0 -0.3 -0.3494
C -1.030 0.674 -2.854 -0.4 0.2 -0.1 -0.3459
Sb -2.344 -0.668 -1.797 0.1 -0.1 0.1 1.7234
C -4.097 0.368 -1.335 0.2 -0.1 -0.1 -0.3801
C -4.079 1.401 -0.404 0.1 0.1 0.2 -0.1377
C -5.248 2.088 -0.129 0.1 0.0 0.0 -0.0564
C -6.424 1.741 -0.773 0.0 0.0 0.0 -0.0353
C -6.443 0.697 -1.683 0.1 -0.1 0.0 -0.0387
C -5.279 -0.003 -1.962 -0.1 -0.1 -0.1 -0.1012
C -2.804 -2.154 -3.210 0.0 0.2 0.0 -0.3855
C -3.157 -1.742 -4.494 0.0 0.2 -0.1 -0.1316
C -3.460 -2.689 -5.457 0.0 0.1 0.0 -0.0444
C -3.408 -4.037 -5.144 0.0 -0.1 0.0 -0.0353
C -3.055 -4.446 -3.870 0.0 0.0 0.1 -0.0469
C -2.751 -3.504 -2.898 0.0 -0.1 0.1 -0.1227
Sb 2.058 -0.124 -1.478 0.1 -0.5 -0.1 1.5174
C 2.797 1.634 -2.343 -0.1 -0.2 0.0 -0.3747
C 2.732 2.862 -1.708 0.0 0.1 0.2 -0.1307
C 3.262 3.979 -2.335 0.0 0.0 0.0 -0.0510
C 3.850 3.863 -3.583 0.0 0.1 0.0 -0.0366
C 3.909 2.634 -4.217 0.0 -0.1 0.0 -0.0440
C 3.379 1.514 -3.601 0.0 -0.1 -0.1 -0.1221
C 3.649 -1.414 -1.021 -0.1 0.1 -0.1 -0.3836
C 3.945 -1.740 0.294 -0.1 0.2 0.3 -0.1604
C 5.012 -2.577 0.572 0.0 0.0 0.0 -0.0450
C 5.783 -3.082 -0.462 0.0 0.0 0.0 -0.0336
C 5.493 -2.748 -1.775 0.0 0.0 0.0 -0.0420
C 4.427 -1.911 -2.058 -0.1 0.0 -0.2 -0.1097
H 1.649 -1.357 -3.775 0.0 0.0 0.1 0.0797
H 0.423 -1.893 -2.658 -0.1 0.1 -0.1 0.0268
H -0.546 -0.558 -4.536 0.0 0.0 0.0 0.1113
H 0.572 0.744 -4.239 0.0 0.0 0.0 0.1155
H -1.729 1.263 -3.454 0.0 0.1 0.0 0.0807
H -0.565 1.352 -2.137 0.0 0.0 0.1 0.0159
H -3.169 1.649 0.136 -0.1 0.0 0.0 0.0707
H -5.246 2.888 0.593 0.0 0.1 0.1 0.1138
H -7.332 2.280 -0.561 -0.2 0.1 0.0 0.1224
H -7.361 0.425 -2.172 -0.2 -0.1 -0.1 0.1219
H -5.304 -0.825 -2.663 0.0 -0.1 -0.1 0.1016
H -3.211 -0.690 -4.753 0.0 0.0 0.0 0.1101
H -3.741 -2.374 -6.450 0.0 0.1 -0.1 0.1225
H -3.646 -4.770 -5.896 0.0 -0.1 -0.1 0.1235
H -3.021 -5.495 -3.630 0.0 -0.2 0.0 0.1197
H -2.483 -3.838 -1.905 0.0 0.0 0.1 0.0832
H 2.290 2.953 -0.726 0.0 0.0 0.1 0.0623
H 3.220 4.938 -1.847 0.0 0.1 0.1 0.1166
H 4.266 4.733 -4.064 0.1 0.1 -0.1 0.1229
H 4.367 2.546 -5.189 0.0 0.0 -0.1 0.1228
H 3.429 0.561 -4.112 0.0 -0.1 0.0 0.0995
H 3.357 -1.343 1.115 0.0 -0.1 -0.1 0.0558
H 5.239 -2.832 1.595 0.0 0.0 0.1 0.1180
H 6.611 -3.734 -0.247 0.2 -0.1 0.0 0.1224
H 6.097 -3.136 -2.578 0.1 0.0 -0.1 0.1226
H 4.219 -1.659 -3.091 0.0 0.0 0.0 0.0990
C 0.563 -3.149 -0.265 -0.2 0.0 0.2 -0.2047
Ge 0.282 -1.799 1.111 -0.1 -0.1 -0.1 0.9271
C 1.360 -2.089 2.687 -0.1 -0.4 -0.2 -0.3279
C 1.925 -1.136 3.522 -0.1 0.3 0.0 -0.1361
C 2.649 -1.522 4.633 0.1 -0.1 0.1 -0.0492
C 2.808 -2.868 4.930 0.0 0.1 0.0 -0.0372
C 2.249 -3.830 4.109 0.0 0.0 0.0 -0.0445
C 1.539 -3.445 2.984 0.0 0.1 -0.1 -0.0958
C -1.629 -1.461 1.373 0.6 -0.1 0.0 -0.2999
C -2.503 -2.339 0.772 -0.2 -0.2 -0.1 -0.1887
C -3.889 -2.279 1.020 0.1 -0.2 -0.1 -0.0564
C -4.380 -1.325 1.853 -0.1 0.1 0.1 0.0123
C -3.519 -0.403 2.496 0.1 0.2 0.0 -0.1503
C -4.020 0.595 3.364 0.2 0.0 0.0 0.0044
C -3.175 1.469 3.991 -0.1 -0.1 -0.1 -0.0291
C -1.784 1.376 3.788 -0.1 -0.1 -0.1 -0.0441
C -1.278 0.425 2.950 0.0 0.1 0.0 -0.0725
C -2.122 -0.479 2.263 -0.1 0.2 0.2 -0.1916
H 0.244 -4.116 0.124 0.0 0.0 0.1 0.0498
H 1.613 -3.228 -0.524 0.2 0.0 0.0 0.0271
H -0.020 -2.949 -1.158 -0.1 0.0 0.0 -0.0152
H 1.811 -0.079 3.316 0.0 0.0 0.0 0.0643
H 3.084 -0.772 5.276 0.1 0.1 0.1 0.1142
H 3.368 -3.166 5.801 0.1 0.0 0.2 0.1211
H 2.367 -4.877 4.337 0.0 -0.1 0.0 0.1215
H 1.124 -4.218 2.351 0.0 0.0 -0.1 0.1000
H -2.125 -3.133 0.143 0.0 -0.1 0.0 0.0731
H -4.550 -2.998 0.559 0.0 0.0 0.0 0.1264
H -5.439 -1.266 2.049 -0.2 0.0 0.0 0.1354
H -5.082 0.646 3.535 -0.2 0.0 0.0 0.1280
H -3.564 2.214 4.665 -0.1 0.1 0.1 0.1203
H -1.124 2.038 4.323 0.1 0.1 0.1 0.1143
H -0.200 0.321 2.863 0.1 0.0 0.0 0.0494
```
Positions in Å, forces in eV/Å.

The HOMO energy (spin up / spin down) comes out at -0.5606 / -0.5727 Ha. For the gap between HOMO and LUMO (spin up / spin down), the calculation gives 6.070 / 5.827 eV. The calculation puts the electronic energy at -273084.218 eV. Its spin multiplicity is 2. The calculation puts the energy above the lowest of the compared OMol25 structures with the same formula, charge and spin at 19.1 kJ/mol. Its net charge is +3. As for the LUMO energy (spin up / spin down): -9.184 / -9.757 eV.